#i
4 unconnected molecules or ions with the total composition C4H14O3, computed with ωB97M-V with the def2-TZVPD basis set.

Each line ends with the Löwdin charge.
Element x y z (Å)
C (-0.773, 1.064, 2.105)  -0.10
C (-0.013, 0.110, 1.237)  -0.20
C (1.295, -0.031, 0.978)  -0.20
C (2.047, -1.207, 0.431)  -0.11
H (-0.657, 0.877, 3.175)  0.07
H (-0.422, 2.078, 1.900)  0.07
H (-1.843, 0.973, 1.925)  0.06
H (-0.570, -0.720, 0.792)  0.08
H (1.812, 0.867, 1.339)  0.10
H (2.644, -1.646, 1.242)  0.07
H (2.698, -0.979, -0.402)  0.06
H (1.360, -2.051, 0.301)  0.07
O (-0.403, -0.676, -1.994)  -0.07
H (-1.354, -0.800, -2.164)  0.03
H (-0.195, -1.539, -1.563)  0.05
O (-3.580, 0.075, -1.249)  -0.03
H (-4.142, 0.807, -1.062)  0.02
H (-4.089, -0.675, -0.943)  0.04
O (2.399, 0.921, -2.089)  -0.06
H (1.460, 0.753, -2.246)  0.01
H (2.325, 1.799, -1.714)  0.03

The orbital gap comes out at 9.2231 eV. The SMILES is C/C=C/C.O.O.O. Its multiplicity is 1. As for the net charge: 0.

#ii
4 unconnected molecules or ions with the total composition C4H14O3, computed with ωB97M-V with the def2-TZVPD basis set.

Each line ends with the Löwdin charge.
Element x y z (Å)
C (2.374, 1.177, -2.082)  -0.10
C (2.396, 1.772, -0.673)  -0.16
C (1.975, 1.067, 0.371)  -0.18
C (1.940, 1.606, 1.784)  -0.11
H (1.479, 0.563, -2.105)  0.06
H (3.281, 0.575, -2.195)  0.07
H (2.490, 1.929, -2.855)  0.06
H (2.853, 2.743, -0.544)  0.10
H (1.409, 0.144, 0.309)  0.08
H (1.301, 0.964, 2.382)  0.06
H (2.916, 1.794, 2.228)  0.07
H (1.454, 2.586, 1.739)  0.07
O (-5.385, -0.949, 0.915)  -0.06
H (-6.056, -0.689, 1.565)  0.04
H (-5.884, -1.671, 0.519)  0.03
O (0.221, -1.880, -1.460)  -0.04
H (0.612, -2.456, -2.127)  0.05
H (1.002, -1.534, -1.047)  0.00
O (-1.847, -1.573, 1.058)  -0.05
H (-2.092, -2.010, 0.252)  0.02
H (-0.891, -1.644, 1.080)  0.01

The orbital gap comes out at 9.8749 eV. The SMILES is C/C=C/C.O.O.O. Its multiplicity is 1. As for the net charge: 0.

#iii
3 unconnected molecules or ions with the total composition C4H14O3, computed with ωB97M-V with the def2-TZVPD basis set.

Each line ends with the Löwdin charge.
Element x y z (Å)
C (-1.177, 0.425, 0.121)  -0.08
C (0.290, 0.623, 0.583)  -0.21
C (1.204, -0.320, -0.197)  -0.46
C (2.648, -0.303, 0.292)  -0.06
O (1.182, 0.214, -1.533)  -0.05
H (-1.244, -0.637, -0.094)  0.07
H (-1.282, 0.888, -0.860)  0.07
H (-1.868, 0.898, 0.809)  0.06
H (0.668, 1.621, 0.331)  0.11
H (0.566, 0.596, 1.640)  0.11
H (0.886, -1.364, -0.219)  0.13
H (3.280, -0.712, -0.491)  0.08
H (3.008, 0.683, 0.589)  0.08
H (2.703, -0.876, 1.224)  0.08
H (1.334, -0.423, -2.217)  0.07
O (0.318, -4.305, -3.433)  -0.02
H (1.151, -4.102, -3.799)  0.01
H (0.034, -3.587, -2.897)  0.01
O (-4.976, 3.663, 3.461)  -0.07
H (-4.393, 3.789, 2.678)  0.05
H (-4.329, 3.230, 4.012)  0.02

The orbital gap comes out at 10.7087 eV. The SMILES is CC[C@H](C)O.O.O. Its multiplicity is 1. As for the net charge: 0.

#iv
4 unconnected molecules or ions with the total composition C4H14O3, computed with ωB97M-V with the def2-TZVPD basis set.

Each line ends with the Löwdin charge.
Element x y z (Å)
C (-0.330, -0.791, -1.598)  -0.09
C (-1.597, -0.762, -0.751)  -0.17
C (-1.787, 0.307, 0.011)  -0.21
C (-2.626, 0.292, 1.266)  -0.11
H (-0.492, -1.499, -2.407)  0.07
H (-0.158, 0.215, -1.976)  0.06
H (0.429, -1.053, -0.874)  0.05
H (-2.264, -1.616, -0.814)  0.11
H (-1.513, 1.295, -0.338)  0.10
H (-2.968, 1.295, 1.529)  0.07
H (-2.090, -0.113, 2.128)  0.06
H (-3.476, -0.354, 1.114)  0.07
O (3.416, 0.163, 0.509)  -0.06
H (4.030, -0.546, 0.288)  0.04
H (3.674, 0.379, 1.418)  0.04
O (0.513, -1.675, 1.365)  -0.06
H (-0.057, -1.829, 2.129)  0.04
H (0.513, -0.709, 1.351)  0.03
O (1.075, 2.325, -1.230)  -0.06
H (2.023, 2.245, -1.055)  0.03
H (0.701, 1.637, -0.666)  -0.01

The orbital gap comes out at 9.1887 eV. The SMILES is C/C=C/C.O.O.O. Its multiplicity is 1. As for the net charge: 0.

Which structure wins on stability? #iii wins.